Density functional theory data (ωB97M-V/def2-TZVPD) for a 7-piece molecular cluster, C16H32F6N4O8P overall at a distorted geometry.

```
67
Properties=species:S:1:pos:R:3:forces:R:3
P 1.223 -0.819 -0.748 -3.93 2.32 0.10
F 1.460 0.220 0.505 1.34 -0.75 -0.15
F 2.540 -1.656 -0.532 1.10 0.81 -1.17
F 0.563 -1.884 0.336 -0.36 0.21 -0.94
F 0.702 -1.658 -2.102 1.43 0.05 1.42
F -0.238 -0.047 -0.852 -0.26 -0.50 -0.13
F 1.785 0.427 -1.766 0.66 -2.11 0.84
O 8.637 -1.658 -4.775 1.42 0.92 0.20
C 7.556 -2.172 -4.857 1.51 -2.43 -0.81
N 6.445 -1.433 -4.700 -1.12 -0.41 0.20
C 7.548 -3.714 -5.321 -0.78 2.17 0.16
H 6.653 -0.509 -4.351 -0.24 -0.08 0.09
H 5.599 -1.883 -4.381 -0.05 0.22 -0.13
H 7.381 -4.382 -4.475 -0.47 0.01 -0.25
H 8.496 -3.979 -5.790 0.08 0.48 0.32
H 6.805 -3.699 -6.118 -0.39 -0.85 0.25
O -4.198 2.390 -6.753 -1.38 1.28 -4.65
C -3.974 1.758 -5.778 -2.65 -0.63 -0.63
N -3.001 2.142 -5.064 3.91 -0.07 4.69
C -4.893 0.683 -5.310 -1.04 0.20 -0.51
H -2.304 2.785 -5.411 -0.39 -0.02 0.24
H -3.031 1.824 -4.106 1.03 0.15 -0.04
H -5.119 0.789 -4.249 0.40 -0.76 0.10
H -4.599 -0.280 -5.727 0.24 -0.17 0.78
H -5.826 0.911 -5.826 -0.07 -0.01 0.03
O -5.277 6.071 2.806 3.59 -1.73 -1.24
C -4.312 5.471 2.202 -3.96 2.70 1.21
N -3.051 5.951 2.161 -0.60 0.48 1.09
C -4.576 4.356 1.307 0.03 -0.86 -0.89
H -2.960 6.687 2.847 0.78 0.11 -0.37
H -2.305 5.601 1.577 -0.23 0.02 0.40
H -5.605 3.998 1.256 0.21 0.04 0.65
H -3.846 3.588 1.563 -0.21 -0.41 -0.55
H -4.400 4.778 0.318 0.40 -0.38 -0.29
O -2.305 1.432 6.707 0.19 -0.39 -0.23
C -2.592 0.335 6.203 4.96 3.92 0.42
N -3.744 -0.143 6.425 -5.05 -3.05 0.71
C -1.604 -0.372 5.343 -0.47 -1.09 -1.06
H -4.068 -1.043 6.101 0.26 0.16 -0.07
H -4.335 0.315 7.104 0.20 0.16 -0.25
H -1.620 -1.447 5.525 0.23 -0.09 0.27
H -0.580 0.001 5.322 -0.41 0.22 0.45
H -1.992 -0.319 4.326 0.10 0.19 -0.28
O -6.631 -3.690 0.800 0.03 -0.90 -0.73
C -5.954 -4.642 0.480 -2.12 1.10 -0.78
O -4.960 -5.005 1.234 1.86 -1.46 1.28
C -4.164 -6.032 0.619 1.59 0.44 -1.11
C -4.571 -6.035 -0.857 -0.77 0.25 -0.66
C -5.991 -5.555 -0.754 -1.58 0.32 -0.35
H -4.180 -7.017 1.086 -0.64 0.23 0.33
H -3.134 -5.675 0.645 0.03 -0.10 0.45
H -4.537 -6.976 -1.406 0.38 -0.08 0.37
H -4.061 -5.275 -1.447 0.59 -0.16 0.25
H -6.695 -6.385 -0.697 -0.02 -0.23 1.04
H -6.460 -5.074 -1.612 0.69 0.63 -0.09
O 7.963 1.127 4.018 -0.19 1.07 -0.71
C 7.498 2.092 3.439 0.52 -2.40 -0.65
O 6.882 3.037 4.050 -2.18 3.25 2.33
C 6.538 4.205 3.236 2.02 -0.45 -1.43
C 6.758 3.737 1.766 -0.44 -1.26 0.70
C 7.380 2.332 1.961 0.54 0.27 -0.11
H 7.344 4.921 3.398 -0.36 0.28 0.63
H 5.559 4.669 3.361 0.07 -0.67 0.75
H 7.453 4.361 1.205 -0.43 0.18 0.05
H 5.781 3.637 1.295 0.28 0.21 -0.39
H 8.409 2.310 1.603 -0.26 -0.51 -0.59
H 6.733 1.518 1.633 0.42 0.00 -0.58
```
Forces are in eV/Å.

ΔE to the lowest compared entry with this formula, charge and spin ... 109.8 kcal per mole
LUMO energy ... 2.1 eV
HOMO-LUMO gap ... 9.73 eV
Total charge ... -1



Density functional theory data (ωB97M-V/def2-TZVPD) for C16H32F6NO2P2S2Si2Zr as an isolated structure.

```
64
Properties=species:S:1:pos:R:3:forces:R:3
Zr 0.328 0.497 0.631 -0.33 -0.40 -0.16
C 4.301 -3.541 -1.328 -0.03 0.02 0.03
C 4.015 -3.356 0.141 0.05 -0.02 -0.09
O 3.089 -2.241 0.342 -0.05 -0.02 0.07
P 1.525 -2.391 0.293 -0.18 -0.12 -0.14
S 0.842 -1.110 -1.185 0.05 0.13 0.02
S 0.795 -4.154 0.379 0.08 0.22 0.03
O 1.073 -1.409 1.570 0.08 0.15 0.06
C 1.164 -1.845 2.975 0.03 -0.05 0.05
C 2.551 -1.638 3.527 0.01 0.00 -0.02
H 5.036 -4.335 -1.456 0.00 0.00 0.00
H 4.698 -2.626 -1.766 0.00 0.00 0.00
H 3.394 -3.829 -1.861 0.01 0.00 -0.02
H 4.902 -3.067 0.701 -0.01 0.01 0.00
H 3.579 -4.250 0.583 0.00 0.02 0.03
H 0.857 -2.891 2.996 -0.01 0.01 -0.02
H 0.418 -1.247 3.499 0.00 -0.01 -0.01
H 3.281 -2.236 2.984 0.01 0.00 0.01
H 2.563 -1.954 4.570 -0.02 0.01 0.01
H 2.846 -0.591 3.480 0.01 0.00 -0.01
C -3.867 2.879 1.495 0.04 0.00 -0.02
Si -2.032 2.553 1.430 0.07 0.03 0.07
C -1.619 1.500 2.965 0.02 0.00 0.01
C -1.074 4.155 1.476 -0.02 -0.03 -0.03
C -1.556 1.443 -0.052 0.17 0.11 -0.07
C -2.316 0.185 0.153 0.09 -0.05 0.07
C -3.590 -0.175 -0.278 -0.03 -0.02 -0.01
C -4.083 -1.416 0.077 0.02 0.01 0.00
C -3.311 -2.286 0.847 -0.03 0.00 -0.01
C -2.055 -1.883 1.233 0.05 -0.04 -0.01
N -1.585 -0.674 0.894 0.06 0.09 0.10
Si -1.611 2.214 -1.798 -0.05 0.04 -0.08
C -2.842 3.622 -1.884 0.04 -0.04 0.01
C 0.078 2.863 -2.286 -0.08 0.04 0.04
C -2.083 0.882 -3.027 0.03 0.02 0.03
H -4.115 3.332 2.459 0.02 0.00 0.01
H -4.461 1.970 1.397 0.00 -0.01 -0.01
H -4.170 3.580 0.717 -0.02 -0.01 -0.01
H -1.502 2.141 3.842 -0.01 0.05 -0.03
H -0.716 0.870 2.966 0.05 0.07 0.02
H -2.440 0.806 3.160 -0.01 0.01 0.00
H -1.641 4.894 2.046 -0.02 -0.01 0.01
H -0.907 4.567 0.480 0.01 0.01 0.00
H -0.102 4.048 1.957 0.00 0.00 0.00
H -4.178 0.516 -0.865 0.01 0.01 0.00
H -5.074 -1.715 -0.240 0.00 0.01 0.00
H -3.681 -3.259 1.132 0.02 -0.01 0.01
H -1.398 -2.528 1.801 0.00 0.01 0.00
H -2.602 4.422 -1.180 -0.02 0.02 0.00
H -3.863 3.291 -1.682 0.00 -0.02 0.01
H -2.834 4.059 -2.885 0.02 -0.01 -0.01
H 0.398 3.706 -1.673 0.03 -0.01 0.00
H 0.009 3.218 -3.317 0.01 -0.01 -0.01
H 0.868 2.106 -2.264 0.00 -0.01 0.00
H -3.134 0.597 -2.978 0.00 -0.01 0.01
H -1.483 -0.023 -2.905 -0.01 -0.01 0.00
H -1.899 1.260 -4.035 0.01 0.01 0.00
F 1.564 1.416 2.274 -0.12 -0.12 -0.04
P 2.682 2.301 1.237 0.03 -0.03 0.05
F 2.641 0.868 0.381 0.07 0.05 0.03
F 3.869 1.789 2.096 -0.01 0.00 -0.01
F 2.410 3.573 2.089 -0.02 0.00 -0.01
F 1.224 2.582 0.378 -0.09 -0.12 0.02
F 3.505 2.999 0.127 0.02 0.01 0.03
```
Forces are in eV/Å.

ΔE to the lowest compared entry with this formula, charge and spin ... 5.9 kcal per mole
LUMO energy ... -4.2 eV
HOMO-LUMO gap ... 7.86 eV
Total charge ... +1



Density functional theory data (ωB97M-V/def2-TZVPD) for a 2-piece molecular cluster, C16H32N2O7S overall at a distorted geometry.

```
58
Properties=species:S:1:pos:R:3:forces:R:3
C 5.869 -2.347 1.477 -1.00 -0.10 0.75
C 4.631 -1.286 1.117 0.33 -1.18 -0.06
O 5.039 0.135 1.292 -1.53 -0.58 -1.38
C 4.205 1.015 0.408 -0.70 -1.08 0.07
C 2.652 0.780 0.875 0.19 -0.36 -1.49
O 1.761 1.957 0.615 -0.80 -2.74 0.41
C 0.402 1.320 0.604 -0.26 -0.18 1.26
C -0.792 2.313 1.128 -0.17 -0.97 -0.73
C -0.591 2.592 2.748 0.89 1.63 -1.04
O -1.784 2.222 3.559 0.25 -2.17 -1.37
S -2.079 0.533 3.475 2.28 -4.39 6.18
O -0.765 -0.149 4.022 -4.01 2.87 -3.03
O -3.225 0.037 4.391 2.95 3.09 -4.07
C -2.283 0.089 1.656 -0.48 -0.27 -2.08
C -3.670 -0.793 1.349 -0.07 -0.14 0.68
C -3.239 -2.369 1.476 -0.39 -2.70 6.15
O -3.262 -2.902 2.728 0.21 3.48 -8.13
N -2.818 -3.287 0.350 -0.39 1.73 -0.39
C -3.887 -3.457 -0.707 0.02 -0.43 -1.25
C -1.556 -2.829 -0.347 1.72 0.52 0.23
C -2.222 1.503 0.818 -0.23 1.08 1.20
H 5.972 -3.108 0.593 0.15 1.62 1.67
H 5.526 -2.984 2.424 0.80 1.41 -2.05
H 6.863 -1.809 1.780 -1.93 -0.98 -0.94
H 3.740 -1.608 1.819 1.61 1.05 -1.36
H 4.283 -1.489 0.003 0.75 0.60 2.12
H 4.492 2.147 0.483 -0.24 -2.38 0.09
H 4.376 0.578 -0.689 -0.52 1.32 2.14
H 2.217 -0.079 0.169 1.04 1.52 1.73
H 2.612 0.437 1.993 0.05 0.82 -2.01
H 0.484 0.445 1.412 -0.53 1.78 -1.69
H 0.152 0.827 -0.431 0.53 1.12 1.71
H -0.843 3.328 0.507 0.29 -2.20 1.46
H -0.480 3.773 2.882 -0.45 -2.71 -0.04
H 0.403 2.107 3.138 -2.20 0.64 -0.63
H -1.396 -0.659 1.401 -1.66 2.01 0.87
H -4.165 -0.511 0.323 1.39 -0.55 1.79
H -4.485 -0.590 2.179 1.87 -0.51 -1.56
H -4.962 -3.607 -0.259 2.26 0.41 -0.82
H -3.589 -4.433 -1.326 -0.76 2.04 1.45
H -3.835 -2.570 -1.503 -0.46 -1.63 1.70
H -1.105 -3.640 -1.089 -1.36 1.49 1.68
H -1.672 -1.835 -0.970 0.02 -1.72 1.10
H -0.706 -2.643 0.468 -1.86 -0.44 -1.67
H -2.446 1.407 -0.327 0.74 -0.19 2.18
H -3.074 2.200 1.273 1.67 -1.55 -0.99
C -0.513 0.247 -4.680 -0.08 -0.24 -0.10
C -0.852 1.134 -3.514 -0.29 0.34 0.62
O -1.714 0.831 -2.692 0.24 -0.02 -0.16
N -0.170 2.308 -3.382 -0.46 -0.69 0.01
C 0.868 2.838 -4.234 0.02 0.32 0.26
H -1.139 -0.650 -4.651 0.09 0.28 0.12
H -0.707 0.772 -5.619 0.19 -0.09 0.02
H 0.534 -0.061 -4.625 -0.06 0.09 -0.18
H -0.452 2.852 -2.575 0.09 -0.12 -0.19
H 1.765 2.980 -3.627 0.12 0.06 -0.27
H 0.534 3.806 -4.614 0.26 -0.03 -0.18
H 1.097 2.178 -5.073 -0.13 0.08 0.22
```
Forces are in eV/Å.

SMILES string ... CCOCCOC[C@@H]1COS(=O)(=O)[C@@H](CC(=O)N(C)C)C1.CNC(C)=O
LUMO energy ... 0.2 eV
HOMO-LUMO gap ... 9.67 eV
Total charge ... 0